Below is C13H21Br11F7O2PS as an isolated structure, with properties calculated with the ωB97M-V functional and the def2-TZVPD basis.

Computed properties:
* HOMO level: -9.2 eV
* total energy: -30411.1244 hartree
* HOMO-LUMO gap: 8.47 eV

The geometry in ORCA input format:
```
! RIJCOSX wB97M-V def2-TZVPD def2/J DEFGRID3
* xyz 0 1
O 3.62060 -1.50652 1.84619
S 3.45310 -0.86423 0.58064
O 4.33256 -1.48913 -0.39334
P 4.10130 1.19016 0.64002
Br 3.09480 2.16392 2.35457
C 1.71050 -1.13811 -0.05251
F 1.67300 -0.73314 -1.32681
F 1.55127 -2.46595 -0.06249
C 0.55803 -0.53684 0.81366
F -0.40655 -1.47748 0.89413
F 0.92616 -0.27307 2.06674
C -0.13129 0.70172 0.19320
F -0.72810 0.42469 -0.95656
F 0.67118 1.74881 0.10430
F -1.12199 1.04455 1.03938
H 3.51888 1.75386 -0.52529
Br 0.25805 4.41348 -1.10448
C -1.42343 4.29867 -0.13119
C -2.53903 3.80992 -1.01202
Br -3.17849 5.21182 -2.20065
H -1.61433 5.27900 0.29117
H -1.23638 3.59083 0.67362
H -3.39668 3.52780 -0.40328
H -2.25069 2.97256 -1.64084
Br -1.06067 -1.61101 -7.06636
C -0.61882 -1.61227 -5.17231
C -0.91795 -0.28356 -4.53226
Br 0.42722 1.04841 -4.98090
H 0.42610 -1.89271 -5.09263
H -1.23768 -2.39274 -4.73516
H -0.88490 -0.36812 -3.44827
H -1.87705 0.12506 -4.83249
Br 6.50848 -2.36751 -0.20174
C 7.68944 -2.96298 -1.64201
C 7.66057 -4.45876 -1.80060
Br 8.69723 -5.34739 -0.41468
H 8.68298 -2.58323 -1.42372
H 7.30538 -2.47731 -2.53655
H 8.12732 -4.75431 -2.73797
H 6.65642 -4.86752 -1.75339
Br -4.89401 2.53594 1.21389
C -4.35959 2.49587 3.08188
C -4.65716 3.80098 3.76649
Br -3.36128 5.16941 3.27893
H -3.30587 2.23627 3.10256
H -4.93769 1.68760 3.52604
H -4.56941 3.69408 4.84521
H -5.63821 4.19338 3.52127
Br -3.91313 -1.09831 1.37030
C -3.28768 -2.17105 2.86873
C -4.30511 -3.20257 3.27292
Br -5.76833 -2.40380 4.27705
H -3.04452 -1.48154 3.67023
H -2.37654 -2.65009 2.51646
H -3.86122 -3.93260 3.94587
H -4.74679 -3.71497 2.42505
*
```